109
Properties=species:S:1:pos:R:3:lowdin_charge:R:1 method="wB97M-V/def2-TZVPD" e_homo_ev=-12.090 lumo_energy_ev=-6.155 homo_lumo_gap_ev=5.93 charge=+2
Ta -0.195 -0.618 0.352 1.46
C 1.294 6.411 3.384 -0.06
C 1.066 6.119 2.046 -0.06
C 0.844 4.808 1.650 -0.02
C 0.826 3.782 2.590 -0.21
C 1.043 4.083 3.932 -0.03
C 1.282 5.392 4.325 -0.05
C 0.627 2.368 2.154 -0.10
C -0.551 1.728 2.457 -0.25
C -1.561 2.272 3.303 0.05
C -2.459 1.292 3.535 0.05
C -2.022 0.140 2.818 -0.24
C -2.647 -1.088 2.892 -0.10
C -3.903 -1.198 3.693 -0.23
C -5.105 -0.757 3.149 -0.03
C -6.279 -0.870 3.881 -0.06
C -6.252 -1.414 5.158 -0.06
C -5.052 -1.851 5.702 -0.06
C -3.878 -1.748 4.969 -0.03
C -2.193 -2.203 2.223 -0.25
N -1.085 -2.266 1.387 -0.07
C -1.167 -3.535 0.805 -0.21
C -0.281 -4.064 -0.104 -0.08
C -0.592 -5.357 -0.782 -0.22
C -0.421 -6.575 -0.131 -0.03
C -0.696 -7.761 -0.797 -0.06
C -1.150 -7.733 -2.108 -0.06
C -1.323 -6.519 -2.758 -0.06
C -1.036 -5.332 -2.100 -0.02
C 0.912 -3.437 -0.394 -0.28
C 1.993 -4.057 -1.076 0.04
C 3.028 -3.190 -1.054 0.04
C 2.588 -2.014 -0.383 -0.25
N 1.258 -2.154 0.022 -0.12
C 3.369 -0.904 -0.174 -0.07
C 2.902 0.233 0.460 -0.24
C 3.758 1.293 0.866 0.02
C 2.992 2.211 1.498 0.04
C 1.658 1.723 1.497 -0.24
N 1.586 0.489 0.850 -0.03
C 4.792 -0.933 -0.619 -0.22
C 5.712 -1.761 0.016 -0.03
C 7.033 -1.785 -0.408 -0.05
C 7.436 -0.998 -1.479 -0.06
C 6.518 -0.177 -2.120 -0.06
C 5.201 -0.138 -1.685 -0.03
C -2.303 -4.240 1.302 0.05
C -2.913 -3.435 2.195 0.05
N -0.859 0.414 2.112 -0.06
H 1.478 7.431 3.694 0.11
H 1.072 6.912 1.309 0.11
H 0.670 4.570 0.607 0.09
H 1.041 3.287 4.668 0.13
H 1.469 5.613 5.367 0.11
H -1.556 3.274 3.698 0.13
H -3.337 1.327 4.157 0.13
H -5.119 -0.335 2.151 0.12
H -7.214 -0.536 3.451 0.11
H -7.167 -1.497 5.730 0.11
H -5.028 -2.274 6.697 0.11
H -2.940 -2.091 5.391 0.13
H -0.059 -6.592 0.891 0.13
H -0.549 -8.707 -0.293 0.11
H -1.370 -8.658 -2.623 0.11
H -1.675 -6.498 -3.781 0.11
H -1.149 -4.379 -2.606 0.11
H 1.959 -5.051 -1.491 0.14
H 4.016 -3.323 -1.461 0.13
H 4.825 1.303 0.717 0.13
H 3.304 3.126 1.976 0.13
H 5.397 -2.374 0.852 0.13
H 7.748 -2.421 0.097 0.11
H 8.464 -1.024 -1.812 0.11
H 6.828 0.431 -2.959 0.11
H 4.480 0.497 -2.187 0.11
H -2.571 -5.243 1.015 0.13
H -3.793 -3.639 2.781 0.13
S 0.174 -1.104 -2.193 0.70
C -0.885 -0.223 -3.273 -0.78
N -0.355 0.660 -4.105 0.03
C -1.148 1.538 -4.965 -0.14
C -2.436 0.832 -5.359 -0.14
C -3.124 0.287 -4.119 -0.13
N -2.168 -0.501 -3.337 0.02
H 0.641 0.788 -4.035 0.10
H -0.552 1.788 -5.840 0.13
H -1.368 2.460 -4.419 0.12
H -2.217 0.019 -6.052 0.13
H -3.099 1.533 -5.862 0.13
H -3.958 -0.359 -4.384 0.13
H -3.505 1.097 -3.493 0.13
H -2.519 -1.150 -2.649 0.07
C 2.186 2.365 -2.151 0.00
N 1.282 3.501 -2.125 -0.10
C 1.572 4.777 -2.578 -0.02
C 0.475 5.526 -2.364 -0.02
N -0.472 4.703 -1.776 -0.13
C -1.804 5.120 -1.346 -0.02
C 0.033 3.466 -1.627 -0.66
Se -0.962 2.035 -0.969 0.72
H 3.176 2.714 -2.433 0.11
H 1.843 1.617 -2.867 0.07
H 2.230 1.915 -1.170 0.06
H 2.523 5.031 -3.011 0.13
H 0.281 6.563 -2.573 0.14
H -1.939 6.162 -1.619 0.10
H -1.896 5.002 -0.268 0.09
H -2.560 4.504 -1.827 0.08
Cl -2.470 -0.440 -0.293 0.18

***

92
Properties=species:S:1:pos:R:3:lowdin_charge:R:1 method="wB97M-V/def2-TZVPD" e_homo_ev="-7.352 / -7.351" lumo_energy_ev="-1.012 / -1.032" homo_lumo_gap_ev="6.34 / 6.32" s2=8.761 spin_multiplicity=6
Mn 0.346 0.188 -0.300 0.13
I 0.269 -0.059 2.649 1.02
C -1.343 -1.152 3.475 -0.59
C -1.768 -0.657 4.678 -0.17
C -2.691 -1.359 5.478 -0.07
C -3.113 -2.584 5.069 -0.03
C -2.697 -3.123 3.826 -0.16
C -3.131 -4.427 3.484 -0.02
C -2.763 -4.998 2.307 -0.05
C -2.026 -4.234 1.387 -0.08
C -1.602 -2.954 1.652 -0.29
P -1.055 -2.064 0.131 1.01
C -0.047 -3.280 -0.773 -0.40
C -0.522 -4.190 -1.717 -0.10
C 0.359 -5.052 -2.356 -0.06
C 1.714 -5.018 -2.054 -0.06
C 2.195 -4.115 -1.117 -0.06
C 1.319 -3.244 -0.489 -0.10
C -2.639 -1.939 -0.778 -0.36
C -3.844 -1.849 -0.079 -0.09
C -5.036 -1.616 -0.750 -0.07
C -5.048 -1.482 -2.130 -0.08
C -3.858 -1.573 -2.838 -0.08
C -2.664 -1.789 -2.166 -0.12
C -1.853 -2.382 2.948 -0.20
H -1.356 0.273 5.047 0.09
H -3.012 -0.943 6.423 0.11
H -3.771 -3.180 5.689 0.12
H -3.750 -4.964 4.192 0.12
H -3.068 -6.004 2.052 0.11
H -1.827 -4.668 0.416 0.10
H -1.577 -4.229 -1.962 0.10
H -0.015 -5.750 -3.093 0.11
H 2.397 -5.687 -2.561 0.11
H 3.253 -4.056 -0.895 0.11
H 1.718 -2.526 0.221 0.08
H -3.859 -1.977 0.996 0.10
H -5.961 -1.553 -0.190 0.11
H -5.980 -1.313 -2.653 0.11
H -3.855 -1.479 -3.916 0.11
H -1.753 -1.870 -2.745 0.09
Te 2.437 1.691 0.469 0.75
C 3.893 0.180 0.134 -0.64
C 3.937 -0.955 0.941 -0.20
C 4.909 -1.924 0.727 -0.11
C 5.847 -1.758 -0.285 -0.08
C 5.824 -0.613 -1.067 -0.06
C 4.852 0.358 -0.856 -0.14
H 3.234 -1.073 1.757 0.05
H 4.943 -2.797 1.369 0.10
H 6.610 -2.508 -0.450 0.10
H 6.556 -0.454 -1.850 0.10
H 4.870 1.246 -1.473 0.09
C -0.729 4.042 1.295 -0.17
C -1.367 3.706 -0.048 -0.42
As -1.809 1.812 -0.206 1.16
C -3.100 1.835 -1.666 -0.41
C -2.446 2.187 -2.997 -0.15
C -2.933 1.522 1.367 -0.43
C -4.211 2.348 1.407 -0.15
H -0.387 5.077 1.308 0.08
H 0.136 3.407 1.499 0.00
H -1.435 3.919 2.119 0.06
H -0.676 3.930 -0.862 0.07
H -2.277 4.285 -0.221 0.07
H -3.878 2.559 -1.418 0.07
H -3.565 0.848 -1.704 0.04
H -2.018 3.190 -2.985 0.07
H -3.174 2.150 -3.809 0.08
H -1.641 1.495 -3.253 0.04
H -2.294 1.737 2.225 0.03
H -3.151 0.454 1.409 0.04
H -4.005 3.416 1.311 0.07
H -4.731 2.199 2.354 0.08
H -4.897 2.067 0.607 0.06
N 0.515 -0.475 -2.426 0.02
C 1.802 -0.216 -3.055 -0.32
C 2.643 -1.280 -3.316 -0.02
C 3.891 -1.036 -3.873 -0.05
C 4.279 0.255 -4.176 -0.26
C 3.404 1.312 -3.946 -0.05
C 2.166 1.085 -3.373 -0.06
S 5.948 0.601 -4.738 0.40
O 6.414 1.551 -3.736 -0.36
O 5.778 1.160 -6.064 -0.34
O 6.606 -0.696 -4.681 -0.36
H -0.218 0.002 -2.943 0.07
H 0.328 -1.471 -2.513 0.06
H 2.330 -2.292 -3.080 0.10
H 4.592 -1.839 -4.060 0.11
H 3.724 2.318 -4.185 0.13
H 1.498 1.910 -3.152 0.10

***

14
Properties=species:S:1:pos:R:3:lowdin_charge:R:1 method="wB97M-V/def2-TZVPD" e_homo_ev=-7.849 lumo_energy_ev=0.997 homo_lumo_gap_ev=8.85 smiles="CN(N)/C=N/N"
C 1.685 -0.861 0.166 -0.09
C -0.595 -0.252 -0.260 -0.23
H 1.650 -1.834 -0.389 0.08
H 1.559 -0.958 1.289 0.08
H 2.792 -0.469 0.069 0.10
H 1.997 1.738 -0.387 0.09
H 0.973 1.648 0.917 0.06
H -0.796 -1.288 -0.600 0.13
H -3.081 -0.710 -0.595 0.10
H -3.503 0.741 0.114 0.04
N 0.737 0.190 -0.384 -0.28
N 1.033 1.529 -0.075 0.03
N -1.595 0.532 -0.047 -0.08
N -2.857 -0.005 0.183 -0.04